Density functional theory data (ωB97M-V/def2-TZVPD) for a molecular structure, C25H68F2N10NbO9P4 in a non-equilibrium geometry.

2S+1: 1
HOMO energy (eV): -4.037
Charge: -1

Last column: Mulliken charge in e.
CARTESIAN COORDINATES (ANGSTROEM)
1 O -4.80 1.22 2.45  -0.477
2 C -5.86 1.18 3.00  0.095
3 O -7.02 1.53 2.45  -0.403
4 C -7.35 0.79 1.26  -0.651
5 C -7.41 -0.73 1.44  -0.285
6 C -8.74 -1.34 0.97  -0.437
7 C -9.23 -2.57 1.76  -1.287
8 Nb -7.90 -4.40 1.94  -0.509
9 N -9.51 -5.85 2.33  -0.473
10 C -9.79 -6.03 3.69  0.792
11 O -9.06 -6.37 4.56  -0.407
12 F -11.08 -5.81 3.99  -0.282
13 C -9.30 -7.09 1.79  0.555
14 O -9.38 -8.15 2.34  -0.545
15 F -8.98 -7.09 0.49  -0.214
16 P -6.08 -6.25 2.22  0.296
17 O -4.95 -5.91 1.03  -0.412
18 O -5.25 -5.82 3.62  -0.547
19 H -5.91 0.88 4.05  0.474
20 H -8.32 1.13 0.91  0.412
21 H -6.62 1.03 0.48  0.319
22 H -7.20 -1.07 2.45  0.446
23 H -6.63 -1.16 0.82  0.158
24 H -9.50 -0.55 1.11  0.333
25 H -8.72 -1.51 -0.10  0.344
26 H -9.54 -2.24 2.75  0.407
27 H -10.13 -2.92 1.25  0.504
28 H -7.83 -4.06 3.75  0.020
29 H -6.42 -3.40 1.63  0.162
30 H -8.04 -4.78 0.13  0.031
31 H -4.91 -4.95 1.00  0.278
32 H -4.33 -6.08 3.53  0.306
33 O -2.84 -4.05 0.09  -0.895
34 P -1.88 -2.92 0.39  0.744
35 N -1.39 -2.55 -1.23  0.318
36 C -0.15 -2.82 -1.93  -1.031
37 C -2.41 -2.01 -2.10  -1.140
38 N -0.80 -3.83 1.40  0.235
39 C 0.57 -4.19 1.08  -0.984
40 C -1.44 -4.94 2.11  -1.001
41 N -1.24 -1.40 1.04  0.247
42 C -2.28 -0.42 1.35  -1.224
43 C -0.04 -0.74 0.59  -1.113
44 H 0.26 -1.89 -2.34  0.358
45 H -0.30 -3.52 -2.76  0.295
46 H 0.62 -3.24 -1.29  0.257
47 H -2.40 -0.91 -2.10  0.248
48 H -3.41 -2.32 -1.78  0.302
49 H -2.29 -2.35 -3.13  0.395
50 H 0.66 -4.68 0.10  0.321
51 H 0.95 -4.90 1.81  0.408
52 H 1.25 -3.34 1.14  0.204
53 H -1.52 -5.84 1.48  0.349
54 H -2.44 -4.67 2.44  0.213
55 H -0.87 -5.18 3.00  0.468
56 H -2.63 0.11 0.45  0.348
57 H -1.91 0.32 2.06  0.394
58 H -3.14 -0.90 1.81  0.352
59 H -0.23 -0.07 -0.26  0.250
60 H 0.76 -1.41 0.32  0.228
61 H 0.35 -0.13 1.42  0.448
62 O 3.50 -0.74 1.97  -0.779
63 P 4.24 0.50 2.45  0.922
64 N 4.71 0.97 0.84  0.202
65 C 5.97 0.86 0.14  -0.914
66 C 3.64 1.44 -0.03  -0.836
67 N 5.40 -0.31 3.44  0.128
68 C 6.80 -0.52 3.13  -1.002
69 C 4.87 -1.50 4.12  -1.054
70 N 4.80 2.11 3.02  -0.039
71 C 3.71 3.03 3.33  -0.984
72 C 5.93 2.84 2.52  -0.963
73 H 6.27 1.85 -0.24  0.201
74 H 5.92 0.17 -0.72  0.385
75 H 6.78 0.51 0.77  0.215
76 H 3.56 2.53 0.01  0.177
77 H 2.67 1.02 0.26  -0.005
78 H 3.80 1.15 -1.07  0.453
79 H 6.95 -0.97 2.14  0.322
80 H 7.25 -1.20 3.85  0.391
81 H 7.39 0.40 3.22  0.260
82 H 4.90 -2.39 3.47  0.324
83 H 3.85 -1.35 4.44  0.330
84 H 5.46 -1.70 5.01  0.390
85 H 3.30 3.50 2.42  0.307
86 H 4.04 3.82 4.00  0.333
87 H 2.89 2.50 3.83  0.333
88 H 5.69 3.47 1.65  0.269
89 H 6.78 2.22 2.25  0.286
90 H 6.29 3.50 3.32  0.334
91 O 3.62 3.62 -2.97  -0.779
92 P 4.14 4.80 -3.77  0.675
93 N 3.21 4.53 -5.20  0.284
94 C 3.59 4.00 -6.49  -1.026
95 C 1.78 4.74 -5.08  -1.133
96 N 5.80 4.29 -3.73  0.224
97 C 6.55 3.76 -4.86  -1.042
98 C 6.14 3.58 -2.49  -1.286
99 N 4.61 6.44 -4.28  0.064
100 C 3.89 7.50 -3.57  -1.014
101 C 4.90 6.85 -5.63  -0.960
102 H 3.32 4.70 -7.29  0.351
103 H 3.09 3.04 -6.70  0.309
104 H 4.66 3.82 -6.59  0.277
105 H 1.50 5.76 -5.38  0.245
106 H 1.44 4.58 -4.05  0.304
107 H 1.22 4.04 -5.70  0.393
108 H 6.04 2.94 -5.36  0.351
109 H 7.51 3.36 -4.52  0.386
110 H 6.83 4.54 -5.57  0.254
111 H 5.85 2.53 -2.51  0.447
112 H 5.66 4.05 -1.63  0.314
113 H 7.22 3.65 -2.32  0.510
114 H 2.88 7.66 -3.98  0.318
115 H 4.44 8.45 -3.62  0.333
116 H 3.78 7.25 -2.51  0.320
117 H 4.00 7.15 -6.18  0.295
118 H 5.41 6.10 -6.22  0.251
119 H 5.57 7.72 -5.58  0.355

Density functional theory data (ωB97M-V/def2-TZVPD) for a molecular structure, C25H68O25P6S in a non-equilibrium geometry.

2S+1: 1
HOMO energy (eV): -9.298

Last column: Mulliken charge in e.
CARTESIAN COORDINATES (ANGSTROEM)
1 C -1.91 7.12 -0.19  -0.565
2 C -1.86 5.67 -0.82  0.024
3 O -0.76 5.44 -1.73  -0.176
4 P -1.06 6.01 -3.28  0.757
5 O 0.31 6.28 -3.90  -0.746
6 O -1.84 4.92 -4.30  -0.262
7 S -2.65 3.67 -3.48  0.030
8 O -1.87 7.50 -3.27  -0.332
9 C -3.17 7.42 -3.91  0.273
10 C -3.83 8.86 -3.73  -0.863
11 C -5.42 8.77 -3.68  -0.817
12 C -5.89 8.51 -2.19  -0.632
13 C -6.74 7.15 -2.12  -0.380
14 C -8.27 7.55 -2.33  -0.570
15 C -9.27 6.34 -2.08  -0.589
16 O -9.25 5.47 -3.22  -0.384
17 C -8.47 4.29 -2.97  -0.575
18 H -1.07 7.79 -0.54  0.259
19 H -1.95 7.14 0.94  0.336
20 H -2.86 7.62 -0.57  -0.071
21 H -1.70 4.95 0.05  0.386
22 H -2.88 5.42 -1.25  -0.026
23 H -3.85 4.22 -3.02  0.104
24 H -3.82 6.64 -3.41  -0.151
25 H -3.11 7.24 -5.03  0.297
26 H -3.50 9.54 -4.58  0.352
27 H -3.39 9.33 -2.80  0.316
28 H -5.80 9.76 -4.07  0.408
29 H -5.74 7.99 -4.42  0.410
30 H -5.07 8.55 -1.42  0.289
31 H -6.63 9.34 -1.92  0.416
32 H -6.46 6.52 -3.01  0.106
33 H -6.57 6.58 -1.15  0.361
34 H -8.36 7.97 -3.38  0.256
35 H -8.53 8.39 -1.61  0.376
36 H -9.08 5.80 -1.11  0.342
37 H -10.30 6.80 -2.03  0.297
38 H -7.85 4.10 -3.90  0.222
39 H -7.74 4.43 -2.12  0.241
40 H -9.09 3.38 -2.74  0.262
41 C -2.23 -1.56 -0.50  -0.601
42 O -1.47 -0.37 -0.43  -0.443
43 P -0.47 0.21 -1.69  1.089
44 O -1.01 -0.75 -2.74  -0.672
45 O 0.87 -0.36 -0.96  -0.362
46 C 1.04 -1.76 -0.79  -0.558
47 O 0.51 0.97 -2.89  -0.283
48 C 1.14 2.19 -2.49  -0.454
49 H -3.29 -1.30 -0.40  0.299
50 H -2.09 -2.15 -1.40  0.303
51 H -1.96 -2.18 0.36  0.235
52 H 0.52 -2.33 -1.57  0.178
53 H 0.66 -2.06 0.19  0.252
54 H 2.10 -1.99 -0.84  0.334
55 H 1.81 2.02 -1.64  0.367
56 H 0.38 2.93 -2.23  0.011
57 H 1.73 2.57 -3.33  0.305
58 C 3.95 2.52 3.98  -0.607
59 O 4.00 3.60 3.06  -0.492
60 P 4.04 3.42 1.36  1.057
61 O 3.70 1.94 1.43  -0.657
62 O 5.65 3.68 1.34  -0.368
63 C 6.51 2.77 2.01  -0.601
64 O 4.05 3.26 -0.36  -0.184
65 C 4.12 4.51 -1.06  -0.731
66 H 3.02 2.59 4.55  0.338
67 H 4.02 1.53 3.53  0.311
68 H 4.79 2.63 4.67  0.277
69 H 6.10 1.77 2.05  0.307
70 H 6.71 3.14 3.02  0.217
71 H 7.46 2.74 1.47  0.290
72 H 5.04 5.05 -0.80  0.334
73 H 3.25 5.12 -0.82  0.294
74 H 4.12 4.30 -2.13  0.241
75 C 3.06 -1.56 5.45  -0.571
76 O 2.81 -1.43 6.84  -0.443
77 P 3.69 -0.39 7.88  1.054
78 O 4.41 0.40 6.80  -0.597
79 O 4.56 -1.66 8.44  -0.370
80 C 5.46 -2.32 7.57  -0.573
81 O 4.34 0.59 9.13  -0.263
82 C 3.78 0.39 10.44  -0.682
83 H 2.17 -1.25 4.90  0.268
84 H 3.92 -1.01 5.08  0.288
85 H 3.23 -2.62 5.25  0.270
86 H 5.85 -1.66 6.80  0.303
87 H 4.97 -3.18 7.12  0.199
88 H 6.30 -2.69 8.17  0.270
89 H 3.93 -0.64 10.77  0.305
90 H 2.71 0.62 10.42  0.292
91 H 4.27 1.07 11.13  0.246
92 C -0.91 -7.86 0.36  -0.862
93 O -0.13 -7.56 -0.78  -0.183
94 P -0.51 -6.33 -1.91  0.996
95 O -1.59 -5.71 -1.04  -0.690
96 O -1.13 -7.43 -2.96  -0.355
97 C -2.28 -8.17 -2.59  -0.617
98 O -0.78 -5.08 -3.06  -0.199
99 C 0.18 -4.99 -4.13  -0.759
100 H -0.31 -7.69 1.25  0.289
101 H -1.84 -7.31 0.44  0.382
102 H -1.16 -8.93 0.32  0.332
103 H -2.91 -7.63 -1.90  0.336
104 H -1.97 -9.13 -2.15  0.156
105 H -2.85 -8.38 -3.50  0.280
106 H 0.19 -5.92 -4.71  0.319
107 H 1.18 -4.80 -3.72  0.314
108 H -0.10 -4.17 -4.78  0.263
109 C 2.17 -8.98 0.46  -0.533
110 O 2.99 -10.00 1.00  -0.474
111 P 4.45 -10.54 0.29  1.049
112 O 4.60 -9.42 -0.72  -0.655
113 O 3.70 -11.86 -0.33  -0.371
114 C 2.72 -11.70 -1.34  -0.599
115 O 5.97 -11.22 -0.13  -0.260
116 C 6.45 -12.25 0.74  -0.669
117 H 2.12 -8.16 1.17  0.298
118 H 2.48 -8.59 -0.50  0.360
119 H 1.16 -9.39 0.34  0.202
120 H 2.91 -10.82 -1.95  0.327
121 H 1.73 -11.65 -0.89  0.190
122 H 2.76 -12.58 -1.99  0.299
123 H 5.76 -13.10 0.75  0.297
124 H 6.58 -11.87 1.75  0.290
125 H 7.42 -12.59 0.36  0.245

Density functional theory data (ωB97M-V/def2-TZVPD) for 8 unconnected molecules or ions with the total composition C25H70ClN6O11 in a non-equilibrium geometry.

ΔE to the lowest compared entry with this formula, charge and spin (kJ/mol): 563.42
2S+1: 1
HOMO energy (eV): -5.739
Charge: -1

Last column: Mulliken charge in e.
CARTESIAN COORDINATES (ANGSTROEM)
1 Cl 0.85 -0.03 0.33  1.570
2 O 2.28 -0.34 0.35  -0.678
3 O -0.04 -1.15 0.33  -0.636
4 O 0.61 0.56 1.57  -0.601
5 O 0.59 0.79 -0.82  -0.663
6 C -4.11 1.72 -5.37  -0.478
7 O -4.26 2.26 -4.05  -0.506
8 H -3.52 0.81 -5.34  0.214
9 H -5.07 1.59 -5.88  0.217
10 H -3.57 2.46 -5.95  0.241
11 H -3.39 2.20 -3.64  0.312
12 C -2.86 -9.64 -0.96  -1.471
13 C -2.30 -8.37 -0.26  0.413
14 C -1.00 -7.86 -0.83  -0.790
15 O 0.09 -8.39 -0.11  -0.320
16 C 1.31 -7.94 -0.58  -0.703
17 N -3.35 -7.37 -0.56  -0.672
18 H -3.20 -9.42 -1.97  0.386
19 H -3.74 -10.06 -0.48  0.392
20 H -2.19 -10.50 -1.03  0.332
21 H -2.41 -8.67 0.78  0.319
22 H -1.05 -6.78 -0.71  0.395
23 H -0.82 -8.03 -1.89  0.356
24 H 2.04 -8.61 -0.12  0.232
25 H 1.55 -6.95 -0.18  0.269
26 H 1.26 -8.18 -1.64  0.339
27 H -4.13 -7.65 0.02  0.285
28 H -3.60 -7.52 -1.52  0.241
29 C 6.06 3.81 -2.34  -1.359
30 C 5.92 4.80 -1.21  0.439
31 C 5.56 6.16 -1.71  -0.901
32 O 5.45 7.12 -0.69  -0.317
33 C 4.91 8.39 -1.07  -0.762
34 N 4.80 4.36 -0.37  -0.665
35 H 6.97 4.13 -2.85  0.355
36 H 5.31 3.97 -3.12  0.347
37 H 6.22 2.78 -2.02  0.396
38 H 6.78 4.85 -0.55  0.333
39 H 4.71 6.07 -2.38  0.388
40 H 6.41 6.50 -2.30  0.358
41 H 4.66 9.08 -0.26  0.278
42 H 3.94 8.24 -1.54  0.310
43 H 5.56 8.89 -1.78  0.303
44 H 5.11 3.46 -0.03  0.244
45 H 3.98 4.13 -0.91  0.254
46 C 1.32 -1.09 7.61  -1.461
47 C 1.64 0.42 7.32  0.430
48 C 2.87 0.48 6.45  -0.941
49 O 3.31 1.85 6.19  -0.300
50 C 4.44 1.85 5.33  -0.775
51 N 0.69 1.16 6.53  -0.598
52 H 2.17 -1.67 7.98  0.384
53 H 1.04 -1.64 6.70  0.372
54 H 0.53 -1.27 8.34  0.360
55 H 1.89 0.73 8.33  0.242
56 H 2.82 -0.19 5.59  0.449
57 H 3.72 -0.02 6.93  0.459
58 H 4.63 2.88 5.03  0.258
59 H 4.33 1.18 4.48  0.324
60 H 5.33 1.39 5.75  0.311
61 H -0.22 0.84 6.82  0.267
62 H 0.62 0.71 5.63  0.223
63 C -7.10 -0.65 2.51  -1.376
64 C -5.95 -1.56 2.12  0.392
65 C -5.90 -1.94 0.62  -0.698
66 O -7.19 -2.43 0.17  -0.318
67 C -7.26 -2.27 -1.25  -0.772
68 N -4.73 -0.91 2.52  -0.739
69 H -8.08 -1.09 2.32  0.320
70 H -6.97 0.32 2.03  0.307
71 H -7.03 -0.41 3.57  0.380
72 H -6.08 -2.44 2.76  0.281
73 H -5.17 -2.75 0.53  0.359
74 H -5.51 -1.07 0.10  0.372
75 H -6.81 -3.02 -1.89  0.313
76 H -6.75 -1.43 -1.72  0.317
77 H -8.30 -2.40 -1.57  0.279
78 H -4.69 -0.11 1.90  0.293
79 H -3.99 -1.44 2.09  0.291
80 C -0.15 6.09 1.71  -1.597
81 C -0.54 6.13 3.14  0.392
82 C -1.90 5.44 3.47  -0.762
83 O -2.12 5.27 4.89  -0.324
84 C -3.51 5.11 5.16  -0.682
85 N 0.51 5.37 3.68  -0.694
86 H 0.85 6.31 1.35  0.539
87 H -0.71 6.90 1.24  0.327
88 H -0.51 5.14 1.32  0.399
89 H -0.54 7.09 3.67  0.338
90 H -2.06 4.56 2.86  0.327
91 H -2.62 6.18 3.11  0.342
92 H -3.81 6.12 4.88  0.295
93 H -3.70 4.94 6.22  0.250
94 H -3.95 4.40 4.46  0.279
95 H 1.19 5.98 3.24  0.269
96 H 0.57 4.50 3.18  0.303
97 C 0.98 -3.45 -5.73  -1.424
98 C 2.27 -2.84 -6.45  0.560
99 C 1.82 -2.03 -7.67  -0.678
100 O 3.00 -1.45 -8.24  -0.420
101 C 3.92 -2.34 -8.89  -0.790
102 N 3.03 -2.10 -5.43  -0.673
103 H 0.63 -4.39 -6.16  0.371
104 H 0.14 -2.75 -5.82  0.306
105 H 1.21 -3.71 -4.70  0.419
106 H 2.95 -3.62 -6.78  0.192
107 H 1.05 -1.29 -7.48  0.351
108 H 1.35 -2.60 -8.47  0.371
109 H 4.15 -1.92 -9.87  0.261
110 H 3.66 -3.39 -8.93  0.359
111 H 4.85 -2.39 -8.31  0.297
112 H 2.46 -1.50 -4.86  0.248
113 H 3.60 -1.46 -5.97  0.251